Density functional theory data (the ωB97M-V functional and the def2-TZVPD basis) for a cluster of 10 separate species, C24H74N6O10 in total in a non-equilibrium geometry.

LUMO (spin up / spin down): 2.15 / 2.14 eV
net charge: -1
HOMO energy (spin up / spin down): -0.08 / -6.26 eV
multiplicity: 2
electronic energy: -2039.457743 Eh
expectation value of S²: 0.75

Last column: Mulliken charge in e.
CARTESIAN COORDINATES (ANGSTROEM)
C -1.473 -4.141 4.497  -1.495
C -2.698 -3.578 3.835  0.514
C -2.689 -3.690 2.291  -0.053
O -2.928 -4.977 1.698  -0.476
C -1.653 -5.719 1.551  -0.361
N -3.927 -4.232 4.334  -0.730
H -0.569 -3.689 4.088  0.318
H -1.348 -5.205 4.298  0.322
H -1.480 -3.917 5.564  0.400
H -2.648 -2.510 4.048  0.197
H -1.787 -3.218 1.904  -0.080
H -3.513 -3.076 1.927  0.353
H -1.191 -6.066 2.476  0.116
H -0.858 -5.136 1.085  0.085
H -1.828 -6.633 0.984  0.364
H -3.907 -5.185 4.001  0.267
H -3.982 -4.288 5.341  0.270
C 4.428 -2.265 -2.057  -0.968
C 5.587 -2.238 -3.111  0.406
C 6.748 -1.392 -2.456  -0.919
O 6.376 -0.038 -2.089  -0.288
C 5.975 0.802 -3.110  -0.764
N 5.926 -3.645 -3.501  -0.768
H 3.712 -3.017 -2.390  0.117
H 3.983 -1.271 -2.002  0.208
H 4.731 -2.497 -1.036  0.459
H 5.321 -1.727 -4.037  0.286
H 7.559 -1.386 -3.185  0.401
H 7.241 -2.006 -1.702  0.415
H 6.396 0.739 -4.114  0.324
H 6.107 1.826 -2.758  0.308
H 4.889 0.730 -3.159  0.210
H 6.136 -4.105 -2.626  0.272
H 5.230 -4.232 -3.938  0.246
C 0.199 -4.920 -1.707  -0.707
C -0.105 -5.030 -3.246  0.424
C 0.937 -4.252 -4.032  -0.703
O 0.626 -2.833 -3.953  -0.214
C 1.405 -2.018 -4.859  -0.517
N -0.067 -6.442 -3.454  -0.724
H -0.513 -5.544 -1.167  0.227
H 0.146 -3.891 -1.352  -0.002
H 1.200 -5.269 -1.454  0.204
H -1.127 -4.709 -3.448  0.284
H 0.777 -4.520 -5.077  0.384
H 1.919 -4.637 -3.759  0.210
H 1.444 -2.540 -5.815  0.366
H 2.429 -1.838 -4.534  0.076
H 0.912 -1.047 -4.923  0.191
H 0.868 -6.808 -3.563  0.262
H -0.619 -6.823 -2.699  0.281
C -4.165 4.389 2.788  -1.118
C -2.978 5.286 2.537  0.336
C -2.174 5.830 3.867  -0.933
O -3.088 6.242 4.849  -0.343
C -4.047 7.314 4.492  -0.703
N -2.037 4.537 1.679  -0.462
H -4.912 4.746 2.078  0.248
H -4.517 4.367 3.820  0.331
H -4.115 3.302 2.730  0.250
H -3.317 6.128 1.934  0.386
H -1.589 6.664 3.477  0.353
H -1.446 5.041 4.055  0.491
H -4.819 6.943 3.817  0.273
H -3.568 8.252 4.212  0.296
H -4.661 7.427 5.386  0.258
H -1.698 3.653 2.032  -0.163
H -1.142 5.003 1.728  0.285
C -0.494 -0.916 -0.460  -1.740
C 0.074 0.024 0.628  1.441
C -0.369 -0.514 2.049  -1.505
O -1.735 -0.603 2.233  0.069
C -2.395 0.635 2.169  -1.463
N 1.486 -0.049 0.391  -0.478
H -0.072 -0.596 -1.413  0.587
H -1.577 -0.816 -0.393  0.471
H -0.470 -1.983 -0.238  0.095
H -0.183 1.076 0.504  -0.216
H 0.031 -0.032 2.941  0.310
H -0.004 -1.534 2.163  0.392
H -2.573 0.941 1.139  0.373
H -1.913 1.542 2.533  0.559
H -3.406 0.522 2.562  0.298
H 2.057 -0.185 1.212  0.135
H 1.652 -0.772 -0.294  0.126
C -2.152 6.597 -4.259  -1.482
C -1.804 5.158 -4.560  0.521
C -1.774 4.157 -3.278  -0.564
O -0.701 3.227 -3.692  -0.319
C -0.437 2.155 -2.776  -0.942
N -2.727 4.675 -5.660  -0.733
H -2.050 7.188 -5.169  0.406
H -1.471 6.983 -3.500  0.371
H -3.179 6.828 -3.976  0.307
H -0.874 5.150 -5.128  0.273
H -2.769 3.753 -3.095  0.267
H -1.454 4.705 -2.392  0.300
H 0.423 1.717 -3.282  0.307
H -1.237 1.414 -2.773  0.356
H 0.040 2.401 -1.827  0.367
H -2.386 3.751 -5.882  0.271
H -3.712 4.539 -5.487  0.232
O 1.025 -0.205 5.755  -0.476
H 1.281 -0.126 6.674  0.263
H 0.119 0.105 5.730  0.202
O 0.513 3.235 2.400  0.137
H 1.080 3.208 1.629  0.004
H 1.061 2.909 3.113  -0.090
O 2.688 -1.814 4.154  -0.787
H 2.826 -1.113 3.517  0.286
H 2.251 -1.386 4.890  0.269
O 3.517 0.706 2.678  -0.140
H 4.359 0.792 2.231  0.218
H 3.411 1.532 3.150  -0.058

---

Density functional theory data (the ωB97M-V functional and the def2-TZVPD basis) for a cluster of 12 separate species, C24H76N20O12 in total in a non-equilibrium geometry.

structure (SMILES): COC[C@H](C)N.COC[C@H](C)N.COC[C@H](C)N.COC[C@H](C)N.NC(N)=O.NC(N)=O.NC(N)=O.NC(N)=O.NC(N)=O.NC(N)=O.NC(N)=O.NC(N)=O
LUMO: 0.10 eV
net charge: 0
HOMO energy: -8.47 eV
electronic energy: -2958.138942 Eh

Last column: Mulliken charge in e.
CARTESIAN COORDINATES (ANGSTROEM)
C -5.074 -0.183 1.134  -0.348
O -5.680 -0.584 2.346  -0.296
C -6.277 0.454 3.186  -0.778
C -6.434 -0.137 4.628  0.723
C -7.360 -1.378 4.761  -1.378
N -6.925 0.906 5.497  -0.711
H -4.641 -1.134 0.823  0.174
H -4.322 0.579 1.339  -0.041
H -5.703 0.310 0.392  0.370
H -5.605 1.312 3.215  0.287
H -7.255 0.738 2.799  0.296
H -5.431 -0.333 5.009  0.184
H -7.214 -2.122 3.978  0.273
H -8.396 -1.067 4.628  0.379
H -7.280 -1.884 5.724  0.358
H -7.105 0.576 6.434  0.228
H -6.344 1.720 5.635  0.219
C 8.249 -3.615 1.219  -0.770
O 7.184 -3.248 0.395  -0.252
C 6.543 -4.233 -0.359  -0.952
C 5.211 -3.662 -0.848  0.135
C 4.273 -3.264 0.386  -0.775
N 4.500 -4.650 -1.764  -0.656
H 9.146 -3.791 0.625  0.286
H 8.027 -4.506 1.805  0.327
H 8.433 -2.729 1.826  0.218
H 7.241 -4.392 -1.181  0.459
H 6.429 -5.146 0.226  0.405
H 5.588 -2.879 -1.505  0.316
H 3.296 -2.877 0.098  -0.088
H 4.908 -2.529 0.880  0.405
H 4.117 -4.185 0.948  0.331
H 5.128 -4.851 -2.529  0.257
H 4.377 -5.492 -1.221  0.244
C -3.007 2.960 -0.066  -1.017
O -2.795 4.428 -0.330  -0.509
C -3.475 5.079 0.731  -0.924
C -3.094 6.609 0.706  0.636
C -1.613 6.914 0.859  -1.295
N -3.810 7.379 1.695  -0.770
H -2.535 2.393 -0.869  0.310
H -4.027 2.595 0.055  0.422
H -2.368 2.659 0.764  0.414
H -4.531 4.913 0.520  0.315
H -3.317 4.545 1.668  0.423
H -3.423 6.969 -0.269  0.254
H -1.096 6.300 1.596  0.294
H -1.448 7.975 1.044  0.421
H -1.053 6.701 -0.051  0.235
H -3.537 8.349 1.617  0.276
H -3.534 7.124 2.633  0.257
C -1.454 -1.265 2.152  -0.984
O -0.381 -1.079 1.220  -0.145
C -0.606 -0.203 0.110  -0.650
C 0.539 -0.151 -0.899  2.142
C 1.945 0.157 -0.426  -1.129
N 0.201 0.752 -1.959  0.321
H -1.002 -1.720 3.033  0.320
H -2.218 -1.941 1.769  0.229
H -1.953 -0.342 2.447  0.394
H -1.412 -0.682 -0.446  0.371
H -0.993 0.783 0.367  0.149
H 0.495 -1.175 -1.270  -1.111
H 2.174 -0.387 0.490  -0.007
H 2.017 1.193 -0.094  0.429
H 2.681 0.065 -1.225  0.118
H 0.158 1.695 -1.599  -0.104
H 0.939 0.642 -2.640  0.173
N 3.612 2.905 -1.213  0.211
C 4.485 3.488 -2.027  0.720
N 5.695 3.170 -1.645  -0.476
O 4.255 4.118 -2.988  -0.667
H 2.629 2.905 -1.447  -0.068
H 3.975 2.524 -0.351  0.185
H 5.826 2.533 -0.872  0.121
H 6.443 3.539 -2.215  0.242
N -0.527 4.977 -1.890  -0.187
C 0.668 4.449 -1.838  0.729
N 1.507 5.203 -2.588  -0.306
O 0.925 3.519 -1.090  -0.966
H -1.247 4.880 -1.189  0.108
H -0.873 5.601 -2.605  0.159
H 2.499 5.013 -2.612  0.268
H 1.206 5.857 -3.296  0.167
N 1.247 -1.854 -4.336  -0.186
C 2.388 -2.286 -3.898  0.651
N 2.256 -3.162 -2.974  0.003
O 3.469 -1.893 -4.238  -0.794
H 1.390 -1.069 -4.956  0.191
H 0.329 -2.231 -4.147  0.254
H 1.423 -3.720 -2.846  0.044
H 3.069 -3.404 -2.426  -0.019
N -4.874 -3.583 2.604  -0.199
C -4.260 -4.058 1.612  0.645
N -4.454 -5.309 1.495  -0.427
O -3.815 -3.395 0.677  -0.649
H -5.360 -4.087 3.331  0.191
H -4.973 -2.578 2.560  0.114
H -4.762 -5.775 2.336  0.131
H -4.404 -5.816 0.624  0.244
N 2.670 -0.366 5.182  -0.417
C 2.198 0.400 4.184  0.657
N 2.573 -0.039 3.021  -0.149
O 1.623 1.470 4.305  -0.675
H 3.347 -1.107 5.071  0.163
H 2.404 -0.111 6.122  0.232
H 2.875 -1.001 2.953  0.108
H 2.411 0.524 2.198  0.124
N 3.260 1.073 -3.875  -0.075
C 2.452 1.523 -4.736  0.541
N 2.236 2.813 -4.445  -0.090
O 1.898 0.962 -5.658  -0.748
H 3.654 1.838 -3.346  0.231
H 3.481 0.089 -3.820  0.074
H 1.597 3.363 -5.001  0.171
H 2.763 3.217 -3.685  -0.268
N -1.395 -2.038 -2.927  0.162
C -2.197 -1.470 -3.768  0.329
N -2.022 -0.170 -3.861  -0.176
O -3.073 -2.051 -4.362  -0.762
H -0.764 -1.351 -2.540  -0.402
H -1.496 -3.006 -2.656  0.041
H -2.588 0.249 -4.586  0.195
H -1.409 0.402 -3.298  0.196
N 0.464 -3.933 0.763  -0.066
C 0.488 -4.475 -0.413  0.502
N 1.165 -5.651 -0.407  -0.397
O 0.009 -3.973 -1.378  -0.569
H 0.115 -2.986 0.802  -0.034
H 0.724 -4.393 1.624  0.195
H 1.459 -6.126 0.434  0.145
H 1.261 -6.092 -1.310  0.243

---

Density functional theory data (the ωB97M-V functional and the def2-TZVPD basis) for a cluster of 14 separate species, C24H76O24 in total in a non-equilibrium geometry.

LUMO: -0.22 eV
net charge: 0
HOMO energy: -9.14 eV
electronic energy: -2765.498543 Eh

Last column: Mulliken charge in e.
CARTESIAN COORDINATES (ANGSTROEM)
C -0.065 -0.316 -1.020  0.247
O 0.793 0.263 -0.110  0.999
H -0.811 -1.004 -0.623  -0.172
H -0.761 0.449 -1.361  -0.179
H 0.416 -0.842 -1.845  -0.214
H 1.708 -0.016 -0.191  -0.507
C 1.113 -4.208 0.725  0.227
O 0.983 -4.930 -0.521  -0.601
H 0.106 -3.942 1.045  -0.031
H 1.654 -4.738 1.509  0.384
H 1.718 -3.308 0.609  -0.314
H 0.778 -4.362 -1.267  0.477
C 2.074 -1.706 -4.583  0.067
O 1.687 -3.081 -4.522  -0.653
H 1.186 -1.213 -4.977  0.200
H 2.212 -1.390 -3.549  -0.275
H 2.980 -1.484 -5.148  0.313
H 2.365 -3.594 -4.076  0.291
C 4.102 -1.519 -0.713  -0.821
O 3.365 -0.307 -0.754  -0.156
H 3.440 -2.327 -1.025  0.132
H 4.937 -1.496 -1.414  0.328
H 4.371 -1.716 0.325  0.287
H 3.987 0.409 -0.607  0.258
C -1.573 -3.789 3.463  -0.418
C -2.190 -2.338 3.430  -0.590
O -1.890 -1.839 2.117  0.471
O -1.948 -4.403 4.717  -0.594
H -0.498 -3.771 3.287  0.148
H -1.910 -4.445 2.660  0.369
H -1.846 -1.661 4.212  0.364
H -3.273 -2.400 3.540  0.410
H -2.450 -2.291 1.481  -0.268
H -1.339 -5.134 4.843  0.331
C 2.324 2.910 4.489  -0.020
C 1.926 2.794 5.955  -0.383
O 3.075 2.679 6.686  -0.562
O 2.854 1.671 4.042  -0.470
H 3.063 3.704 4.383  0.253
H 1.510 3.208 3.828  0.035
H 1.355 1.874 6.082  0.139
H 1.395 3.696 6.260  0.390
H 3.567 1.962 6.280  0.358
H 2.395 0.911 4.408  0.398
C -2.024 -2.153 -3.499  0.125
C -1.466 -3.570 -3.239  -0.934
O -0.188 -3.644 -2.591  -0.502
O -1.093 -1.419 -4.305  -0.470
H -2.237 -1.670 -2.546  -0.166
H -2.933 -2.192 -4.100  0.553
H -1.372 -4.103 -4.186  0.359
H -2.210 -4.041 -2.597  0.351
H 0.395 -3.400 -3.314  0.220
H -1.337 -0.491 -4.348  0.344
C -3.375 1.371 -3.007  -0.159
C -4.600 0.433 -3.267  0.145
O -5.304 0.798 -4.445  -0.570
O -2.420 1.214 -4.021  -0.507
H -2.884 1.112 -2.069  -0.296
H -3.610 2.434 -2.962  0.562
H -5.270 0.390 -2.408  0.307
H -4.212 -0.552 -3.525  -0.061
H -4.751 1.457 -4.870  0.317
H -2.280 2.074 -4.424  0.285
C -0.835 3.876 -1.205  0.002
C 0.131 3.878 0.000  -0.347
O 0.018 2.793 0.844  0.261
O -2.176 4.038 -0.835  -0.482
H -0.797 2.922 -1.730  -0.395
H -0.566 4.709 -1.853  0.580
H -0.154 4.788 0.527  0.421
H 1.171 3.999 -0.304  0.021
H 0.403 2.018 0.428  -0.347
H -2.470 4.818 -1.311  0.277
C -4.788 -2.664 0.108  -0.046
C -5.613 -2.343 1.310  -0.355
O -6.148 -3.431 2.001  -0.600
O -3.529 -3.149 0.523  -0.521
H -4.532 -1.825 -0.538  -0.052
H -5.215 -3.434 -0.535  0.502
H -6.449 -1.706 1.023  0.415
H -4.920 -1.837 1.983  0.014
H -5.510 -3.805 2.614  0.348
H -3.456 -4.061 0.234  0.185
C 3.369 1.809 -4.077  -0.203
C 1.864 1.610 -3.822  0.392
O 1.459 2.527 -2.811  -0.356
O 3.612 3.060 -4.632  -0.553
H 3.807 1.028 -4.699  0.396
H 3.878 1.781 -3.114  -0.173
H 1.496 0.685 -3.378  -0.699
H 1.361 1.745 -4.779  0.454
H 1.540 3.350 -3.299  0.296
H 3.187 2.988 -5.490  0.380
C 3.703 2.752 0.248  0.531
C 4.226 4.035 0.873  -0.702
O 4.864 4.895 -0.064  -0.581
O 4.757 1.964 -0.218  -0.694
H 3.091 2.984 -0.624  0.065
H 3.061 2.080 0.817  -0.062
H 5.031 3.934 1.602  0.400
H 3.451 4.563 1.428  0.316
H 5.471 4.451 -0.660  0.295
H 5.162 2.364 -0.991  0.345
C 1.234 -1.031 3.422  0.971
C 2.512 -1.462 2.654  -0.010
O 2.951 -2.721 3.180  -0.566
O 1.496 -0.742 4.791  -0.702
H 0.428 -1.765 3.437  -0.491
H 0.867 -0.188 2.836  -0.129
H 3.304 -0.733 2.825  0.654
H 2.370 -1.477 1.574  -0.654
H 3.583 -2.429 3.842  0.370
H 0.739 -0.453 5.306  0.329
C -2.595 1.690 2.687  -0.446
C -3.205 1.236 1.336  0.922
O -4.051 2.161 0.681  -0.663
O -2.029 2.981 2.568  -0.656
H -1.940 0.899 3.052  -0.055
H -3.407 1.772 3.410  0.485
H -3.761 0.320 1.534  -0.189
H -2.409 0.964 0.642  -0.299
H -3.443 2.831 0.359  0.463
H -1.316 2.948 1.926  0.383

---

How do the records compare in energy above the lowest of the compared OMol25 structures with the same formula, charge and spin? In the order shown, they have 2.4586; 5.5372; 1.9558 eV.